Record 1
The following is a quantum chemistry calculation of 2 unconnected molecules or ions with the total composition C2HCl2O2 at a distorted geometry, from OMol25.

Element x y z (Å)
C: -3.73 0.73 1.45
C: 0.81 1.15 0.63
O: -3.84 0.38 0.37
O: -3.73 1.16 2.51
Cl: -0.77 1.31 -0.10
Cl: 0.64 -0.34 1.82
H: 1.35 0.73 -0.20

Computed properties:
Relative energy (zero: lowest compared OMol25 entry of this formula, charge and spin) = 1.137 eV
Frontier orbital gap = 5.60 eV
E_HOMO = -2.34 eV
Charge = -1


Record 2
The following is a quantum chemistry calculation of 2 unconnected molecules or ions with the total composition C10H19FN3O5 at a distorted geometry, from OMol25.

Element x y z (Å)
N: 2.38 2.85 3.01
C: 1.17 2.47 2.60
C: 0.26 1.73 3.66
C: -0.39 0.35 3.13
N: -1.49 0.03 4.12
N: 0.56 -0.80 3.24
C: 1.47 -0.91 2.07
C: 2.93 -1.32 2.67
F: 2.87 -1.87 3.99
C: -1.12 0.49 1.71
O: -2.37 0.21 1.63
O: -0.51 0.92 0.55
H: 2.83 3.32 2.19
H: 0.89 2.75 1.54
H: -0.53 2.48 4.01
H: 0.84 1.44 4.61
H: -1.86 0.90 4.53
H: -1.06 -0.58 4.84
H: -0.06 -1.63 3.25
H: 1.64 0.05 1.49
H: 1.20 -1.78 1.36
H: 3.55 -1.94 1.93
H: 3.50 -0.32 2.77
C: -2.83 0.53 -3.22
C: -1.36 0.47 -2.83
O: -0.76 -0.76 -3.27
C: -0.50 -0.85 -4.58
O: -0.73 -0.01 -5.41
O: 0.03 -2.07 -4.82
C: 0.24 -2.33 -6.20
H: -3.36 -0.35 -2.84
H: -3.29 1.43 -2.82
H: -2.96 0.53 -4.30
H: -1.28 0.49 -1.74
H: -0.81 1.33 -3.22
H: 0.85 -1.56 -6.66
H: -0.72 -2.42 -6.72
H: 0.77 -3.28 -6.28

Computed properties:
Frontier orbital gap = 6.96 eV
E_HOMO = -4.23 eV
Charge = -1


Record 3
The following is a quantum chemistry calculation of a molecular structure, C2H2N2OP2 at a distorted geometry, from OMol25.

Element x y z (Å)
C: 1.02 -1.18 -0.38
C: -0.70 -0.20 0.04
N: 2.14 1.03 0.54
N: 1.09 1.60 0.45
O: -1.67 -0.71 0.38
P: 2.55 -0.60 -0.09
P: -0.27 1.40 -0.52
H: 0.78 -2.08 -0.74
H: -1.03 2.19 0.21

Computed properties:
Relative energy (zero: lowest compared OMol25 entry of this formula, charge and spin) = 1.266 eV
Frontier orbital gap (alpha / beta) = 7.19 / 7.19 eV
E_HOMO (alpha / beta) = -8.15 / -8.15 eV


Record 4
The following is a quantum chemistry calculation of a molecular structure, C47H100F22N14NaO36S18 at a distorted geometry, from OMol25.

Element x y z (Å)
Na: -2.72 -0.40 15.60
C: -4.32 5.82 16.55
C: -3.01 6.37 17.07
C: -2.28 7.34 16.14
N: -0.81 7.57 16.47
C: -0.35 8.54 15.32
C: 0.04 7.80 14.02
C: 0.91 6.62 14.24
C: 0.32 5.60 15.16
C: 0.09 6.22 16.56
C: -0.82 8.32 17.82
H: -4.93 5.48 17.38
H: -4.30 4.99 15.85
H: -4.92 6.62 16.11
H: -2.37 5.53 17.33
H: -3.31 7.01 17.89
H: -2.82 8.28 16.11
H: -2.27 6.97 15.11
H: -1.12 9.31 15.28
H: 0.61 8.95 15.64
H: -0.86 7.40 13.55
H: 0.51 8.48 13.31
H: 1.02 6.25 13.22
H: 1.89 7.03 14.48
H: -0.54 5.22 14.61
H: 1.17 4.93 15.03
H: -0.37 5.53 17.27
H: 0.99 6.65 17.00
H: 0.22 8.61 17.95
H: -1.05 7.50 18.50
H: -1.43 9.20 18.01
C: -1.20 2.56 12.63
C: 0.11 2.09 13.23
C: -0.08 1.07 14.37
N: 1.19 0.63 15.19
C: 0.77 -0.45 16.19
C: 1.89 -0.91 17.01
C: 2.49 0.22 17.90
C: 2.99 1.38 16.89
C: 1.79 1.84 16.05
C: 2.14 0.05 14.08
H: -1.64 3.37 13.21
H: -1.94 1.76 12.66
H: -1.17 2.75 11.55
H: 0.74 2.96 13.45
H: 0.56 1.69 12.33
H: -0.57 0.18 13.98
H: -0.68 1.61 15.09
H: -0.11 -0.18 16.77
H: 0.49 -1.30 15.57
H: 1.61 -1.80 17.57
H: 2.67 -1.41 16.44
H: 1.71 0.50 18.61
H: 3.30 -0.20 18.49
H: 3.43 2.25 17.37
H: 3.69 0.86 16.24
H: 1.04 2.44 16.56
H: 2.18 2.43 15.22
H: 2.94 -0.52 14.55
H: 2.50 0.92 13.52
H: 1.60 -0.68 13.48
C: -3.93 2.08 9.94
C: -3.50 1.27 8.68
C: -3.54 -0.23 8.90
N: -2.94 -1.00 7.65
C: -1.43 -0.70 7.30
C: -0.57 -0.92 8.65
C: -0.63 -2.39 9.13
C: -2.08 -2.98 8.99
C: -3.05 -2.54 7.92
C: -3.70 -0.65 6.35
H: -3.72 1.62 10.91
H: -5.01 2.00 9.88
H: -3.79 3.16 9.96
H: -2.56 1.66 8.30
H: -4.06 1.54 7.78
H: -4.55 -0.63 8.85
H: -2.99 -0.55 9.78
H: -1.36 0.35 7.00
H: -1.21 -1.36 6.47
H: -0.82 -0.27 9.49
H: 0.46 -0.75 8.35
H: -0.44 -2.60 10.18
H: 0.00 -3.13 8.63
H: -2.52 -3.05 9.99
H: -1.97 -4.06 9.07
H: -4.08 -2.83 8.13
H: -2.76 -2.96 6.95
H: -3.55 -1.41 5.58
H: -3.28 0.30 6.03
H: -4.76 -0.55 6.57
C: -3.50 -2.91 21.86
C: -2.08 -2.48 21.66
C: -0.95 -3.52 21.99
N: 0.37 -2.87 22.35
C: 1.35 -4.09 22.38
C: 2.77 -3.67 22.60
C: 3.26 -2.78 21.48
C: 2.38 -1.55 21.37
C: 0.84 -1.73 21.33
C: 0.26 -2.38 23.80
H: -3.80 -3.84 21.37
H: -4.28 -2.17 21.66
H: -3.72 -3.02 22.92
H: -2.08 -1.47 22.08
H: -2.03 -2.34 20.58
H: -0.82 -4.09 21.07
H: -1.25 -4.18 22.80
H: 1.23 -4.57 21.41
H: 0.87 -4.82 23.03
H: 3.41 -4.55 22.49
H: 2.94 -3.11 23.52
H: 3.32 -3.34 20.55
H: 4.30 -2.49 21.52
H: 2.74 -1.09 20.45
H: 2.61 -0.84 22.17
H: 0.46 -2.09 20.37
H: 0.36 -0.79 21.61
H: 1.17 -2.13 24.33
H: -0.25 -3.15 24.38
H: -0.42 -1.53 23.73
C: 6.24 3.38 17.06
C: 5.75 4.78 17.52
C: 6.53 5.88 16.63
N: 6.09 7.36 16.85
C: 4.59 7.51 16.43
C: 4.10 8.97 16.16
C: 5.14 9.78 15.32
C: 6.57 9.62 15.80
C: 7.05 8.15 15.92
C: 6.07 7.81 18.31
H: 5.94 2.57 17.72
H: 7.33 3.33 17.04
H: 5.66 3.15 16.16
H: 5.93 4.85 18.59
H: 4.66 4.80 17.50
H: 6.52 5.68 15.56
H: 7.57 5.75 16.94
H: 4.50 6.88 15.55
H: 3.94 6.92 17.08
H: 3.08 9.11 15.82
H: 4.02 9.48 17.12
H: 5.22 9.55 14.25
H: 4.77 10.80 15.33
H: 7.05 10.11 14.96
H: 6.72 10.31 16.64
H: 7.06 7.64 14.96
H: 8.06 8.15 16.32
H: 6.92 7.39 18.85
H: 5.19 7.34 18.74
H: 6.04 8.90 18.30
N: 2.33 2.91 8.58
S: 0.85 3.21 8.61
O: 0.13 2.53 7.50
O: 0.23 4.40 9.24
F: 0.61 2.08 9.69
S: 2.60 4.45 7.73
O: 3.14 5.52 8.52
O: 1.80 4.73 6.56
F: 4.07 3.94 7.15
N: -6.13 6.10 11.95
S: -7.02 4.95 11.40
O: -7.63 4.10 12.41
O: -6.54 4.29 10.17
F: -8.32 5.86 10.96
S: -5.08 5.17 12.91
O: -4.16 4.28 12.30
O: -5.66 4.86 14.17
F: -4.00 6.28 13.42
N: -0.07 -6.15 20.10
S: -0.09 -5.45 18.76
O: -0.24 -6.25 17.56
O: 0.58 -4.18 18.57
F: -1.63 -4.88 18.82
S: 1.56 -6.66 19.79
O: 2.58 -5.67 19.56
O: 1.75 -7.93 19.15
F: 1.96 -7.01 21.32
N: -1.59 -2.11 14.44
S: -1.13 -3.72 14.95
O: 0.25 -4.14 14.64
O: -2.15 -4.75 15.00
F: -0.90 -3.27 16.50
S: -1.28 -2.54 12.98
O: -2.03 -3.54 12.25
O: 0.09 -2.30 12.50
F: -1.96 -1.23 12.36
N: 5.41 -4.91 16.54
S: 5.69 -5.75 17.95
O: 5.24 -7.13 18.09
O: 5.81 -4.92 19.12
F: 7.26 -5.97 17.55
S: 4.05 -4.57 16.88
O: 3.79 -3.27 17.46
O: 3.06 -5.64 16.98
F: 3.84 -4.26 15.40
N: -1.91 1.07 17.35
S: -1.90 0.37 18.86
O: -3.13 0.22 19.52
O: -0.68 0.44 19.63
F: -1.74 -1.04 18.14
S: -2.11 2.46 17.98
O: -0.92 3.12 18.56
O: -3.42 2.84 18.44
F: -2.08 3.21 16.57
N: 3.97 0.02 9.32
S: 5.31 -0.94 9.12
O: 5.16 -2.30 8.74
O: 6.56 -0.62 9.83
F: 5.60 -0.29 7.63
S: 3.41 -0.84 10.36
O: 3.95 -0.84 11.70
O: 2.74 -2.07 10.00
F: 2.13 0.20 10.51
N: 4.48 4.24 11.50
S: 3.47 5.10 12.27
O: 3.95 5.89 13.39
O: 2.21 4.46 12.38
F: 3.24 6.26 11.14
S: 5.02 3.42 12.84
O: 4.13 2.83 13.81
O: 6.35 3.91 13.28
F: 5.60 2.09 12.12
C: 10.15 -3.33 18.01
F: 9.30 -4.01 18.89
F: 11.38 -3.15 18.56
F: 10.30 -3.97 16.82
S: 9.43 -1.54 17.65
O: 9.14 -1.05 19.01
O: 10.49 -0.90 16.87
N: 8.08 -1.92 16.69
S: 7.33 -0.52 16.83
O: 6.32 -0.54 17.93
O: 8.07 0.74 16.87
C: 6.24 -0.51 15.16
F: 5.26 -1.36 15.29
F: 5.66 0.64 14.88
F: 6.91 -0.95 14.11

Computed properties:
<S²> = 0.763
Frontier orbital gap (alpha / beta) = 6.12 / 2.97 eV
E_HOMO (alpha / beta) = -5.01 / -5.01 eV
Charge = -2
2S+1 = 2


Record 5
The following is a quantum chemistry calculation of a single C6H10 molecule at a distorted geometry, from OMol25.

Element x y z (Å)
C: -1.84 -0.62 0.18
C: -0.52 -0.01 -0.41
C: -0.35 1.47 0.04
C: 0.75 -0.93 -0.03
C: 2.03 -0.45 0.02
C: 3.14 0.09 0.03
H: -1.76 -0.44 1.26
H: -2.66 -0.25 -0.37
H: -1.97 -1.72 -0.12
H: -0.85 -0.03 -1.41
H: -1.23 2.06 -0.26
H: -0.54 1.55 1.10
H: 0.57 1.77 -0.34
H: 0.59 -1.81 -0.70
H: 0.64 -1.42 1.01
H: 4.00 0.73 -0.01

Computed properties:
Relative energy (zero: lowest compared OMol25 entry of this formula, charge and spin) = 2.787 eV
SMILES string = C#CCC(C)C
Frontier orbital gap = 10.58 eV
E_HOMO = -9.53 eV


Record 6
The following is a quantum chemistry calculation of a gas-phase ion, C12H22NO (charge +1) at a distorted geometry, from OMol25.

Element x y z (Å)
C: 0.55 1.92 0.35
C: 0.50 1.04 -0.60
C: 0.12 1.69 1.75
C: -0.22 -2.07 0.88
C: -1.56 -2.81 1.15
C: -2.14 -0.63 0.79
C: -0.55 -0.60 0.93
C: 0.89 2.05 -2.70
C: -0.43 -0.08 -2.41
C: 2.21 -0.02 -1.95
C: -0.52 0.01 3.41
C: 0.78 0.70 -1.97
N: 0.07 0.18 2.01
O: -2.50 -1.84 1.49
H: 1.09 2.88 0.33
H: 0.66 2.20 2.44
H: -0.90 2.06 2.02
H: 0.63 -2.27 1.60
H: 0.31 -2.36 -0.12
H: -1.79 -3.43 0.30
H: -1.48 -3.46 1.94
H: -2.58 0.12 1.29
H: -2.46 -0.71 -0.29
H: 1.49 1.69 -3.57
H: -0.07 2.53 -2.96
H: 1.51 2.67 -2.04
H: -0.35 -0.94 -1.85
H: -0.47 -0.42 -3.49
H: -1.30 0.39 -2.19
H: 2.83 0.74 -1.51
H: 2.59 -0.19 -3.00
H: 2.23 -0.95 -1.44
H: -1.38 0.62 3.45
H: -0.86 -1.03 3.69
H: 0.25 0.31 4.11
H: 1.11 -0.23 2.10

Computed properties:
Frontier orbital gap (alpha / beta) = 8.59 / 8.59 eV
E_HOMO (alpha / beta) = -12.17 / -12.17 eV
Charge = +1


Record 7
The following is a quantum chemistry calculation of a molecular structure, C33H32F9N4O3RbSSe2 at a distorted geometry, from OMol25.

Element x y z (Å)
Rb: 15.07 14.64 10.97
F: 18.27 12.42 16.30
C: 18.61 11.91 15.07
C: 18.05 12.43 13.94
C: 18.23 11.79 12.70
C: 17.70 12.50 11.52
O: 17.55 13.76 11.70
C: 17.60 11.76 10.29
C: 18.39 10.63 10.28
N: 19.07 10.06 11.32
C: 19.63 8.83 10.96
C: 19.87 7.75 12.00
C: 21.04 8.52 11.47
C: 19.03 10.63 12.62
C: 19.76 10.25 13.75
C: 19.54 10.85 15.04
N: 20.25 10.42 16.14
C: 20.61 9.01 16.31
C: 22.10 8.78 16.56
N: 22.86 9.98 17.07
C: 22.03 10.99 17.86
C: 20.71 11.35 17.16
C: 16.80 12.07 9.02
O: 16.84 11.21 8.09
O: 16.16 13.15 9.05
H: 17.52 13.37 13.95
H: 18.47 10.12 9.31
H: 19.43 8.41 9.97
H: 19.81 6.78 11.50
H: 19.52 7.99 12.98
H: 21.52 7.99 10.66
H: 21.48 9.30 12.07
H: 20.57 9.52 13.72
H: 20.31 8.45 15.40
H: 20.05 8.56 17.13
H: 22.60 8.42 15.65
H: 22.18 7.97 17.29
H: 23.34 10.46 16.27
H: 23.65 9.66 17.64
H: 22.64 11.89 17.97
H: 21.84 10.57 18.84
H: 20.82 12.35 16.70
H: 19.96 11.49 17.97
C: 12.38 18.69 8.75
Se: 12.44 16.99 9.74
C: 11.70 15.89 8.29
C: 12.66 15.47 7.20
Se: 14.15 14.33 7.84
C: 15.62 15.44 7.26
H: 11.34 18.91 8.50
H: 13.02 18.62 7.87
H: 12.73 19.44 9.46
H: 10.84 16.48 7.93
H: 11.34 15.01 8.83
H: 13.11 16.35 6.73
H: 12.19 14.81 6.45
H: 15.58 15.58 6.17
H: 16.50 14.87 7.55
H: 15.58 16.40 7.78
F: 13.04 20.25 15.08
C: 13.47 18.97 15.08
C: 13.55 18.27 13.86
F: 13.19 18.81 12.68
C: 14.04 16.97 13.88
F: 14.11 16.43 12.62
C: 14.46 16.24 15.00
S: 15.01 14.64 14.94
C: 14.36 17.00 16.21
F: 14.75 16.42 17.37
C: 13.91 18.32 16.24
F: 13.82 18.96 17.43
F: 8.82 11.49 14.29
C: 8.93 11.46 12.93
F: 7.77 12.03 12.46
F: 8.84 10.14 12.56
C: 10.19 12.13 12.45
C: 11.05 12.77 13.37
C: 12.24 13.27 12.87
N: 12.63 13.15 11.60
C: 11.79 12.56 10.74
C: 10.55 12.04 11.09
H: 10.78 12.86 14.43
H: 12.94 13.79 13.52
H: 12.14 12.52 9.71
H: 9.88 11.54 10.36

Computed properties:
Frontier orbital gap = 3.68 eV
E_HOMO = -5.85 eV


Record 8
The following is a quantum chemistry calculation of a molecular structure, C20H31N5S3SeSi4Tl at a distorted geometry, from OMol25.

Element x y z (Å)
Tl: -0.43 0.69 -1.22
S: -2.01 2.87 -0.06
C: -1.90 4.02 -1.37
C: -2.59 5.21 -1.10
N: -3.16 6.17 -0.83
C: -1.22 3.89 -2.56
S: -0.27 2.58 -3.18
C: -1.29 4.96 -3.46
N: -1.32 5.82 -4.23
C: 3.60 1.49 -1.58
Si: 3.36 -0.19 -0.70
C: 3.27 -1.57 -2.01
C: 4.86 -0.56 0.43
Si: 1.41 -0.05 0.69
Si: 0.47 -2.07 1.52
C: 0.43 -3.48 0.22
C: -1.31 -1.78 2.15
C: 1.59 -2.63 2.97
Si: 1.34 1.81 2.19
C: 1.68 3.46 1.30
C: -0.32 1.95 3.12
C: 2.72 1.50 3.48
H: 4.40 1.46 -2.32
H: 3.83 2.29 -0.88
H: 2.69 1.77 -2.11
H: 4.15 -1.58 -2.65
H: 2.40 -1.43 -2.64
H: 3.18 -2.55 -1.55
H: 5.79 -0.60 -0.14
H: 4.74 -1.51 0.93
H: 4.99 0.20 1.20
H: 0.13 -3.09 -0.75
H: -0.28 -4.26 0.49
H: 1.40 -3.94 0.10
H: -1.92 -1.32 1.37
H: -1.33 -1.11 3.01
H: -1.80 -2.70 2.44
H: 2.61 -2.81 2.62
H: 1.24 -3.54 3.43
H: 1.65 -1.87 3.74
H: 0.95 3.62 0.51
H: 2.67 3.48 0.85
H: 1.60 4.31 1.97
H: -1.13 2.09 2.41
H: -0.33 2.80 3.79
H: -0.54 1.06 3.70
H: 3.70 1.43 3.01
H: 2.55 0.58 4.02
H: 2.78 2.31 4.21
S: -0.40 -3.23 -4.40
C: -0.24 -1.99 -3.42
N: -0.08 -1.13 -2.64
Se: -4.01 1.51 -1.47
N: -2.92 0.12 -1.48
C: -3.65 -1.01 -1.38
C: -3.15 -2.32 -1.41
C: -4.03 -3.36 -1.25
C: -5.40 -3.13 -1.04
C: -5.91 -1.86 -0.99
C: -5.05 -0.77 -1.20
N: -5.42 0.51 -1.26
H: -2.10 -2.48 -1.58
H: -3.66 -4.38 -1.30
H: -6.06 -3.98 -0.91
H: -6.96 -1.69 -0.82

Computed properties:
Relative energy (zero: lowest compared OMol25 entry of this formula, charge and spin) = 0.505 eV
Frontier orbital gap = 6.24 eV
E_HOMO = -4.92 eV
Charge = -1


Number 8 is which compound? C20H31N5S3SeSi4Tl